Entry from the OMol25 dataset: a structure of composition C49H41CoGeN8S5 in a non-equilibrium geometry (wB97M-V/def2-TZVPD).

```
105
Properties=species:S:1:pos:R:3:lowdin_spin:R:1
Co 1.227 0.600 -1.480 1.79
S 5.905 -1.855 -0.040 0.01
C 7.078 -2.798 0.780 0.01
C 6.555 -3.972 1.214 0.00
C 5.175 -4.113 0.881 0.01
C 4.665 -3.046 0.196 0.00
C 3.282 -2.833 -0.241 0.09
C 2.874 -1.618 -0.742 0.12
N 1.584 -1.292 -1.024 0.19
C 0.581 -2.203 -0.747 0.03
C 0.948 -3.551 -0.438 0.05
C -0.054 -4.534 -0.366 0.10
C -1.374 -4.230 -0.625 0.07
C -1.788 -2.920 -0.855 0.09
C -3.166 -2.621 -1.096 0.24
C -3.577 -1.317 -1.246 0.06
C -2.639 -0.308 -1.099 0.23
N -1.295 -0.544 -0.863 0.15
C -0.812 -1.875 -0.838 0.08
C -4.983 -0.943 -1.472 0.00
C -5.503 0.280 -1.796 0.00
C -6.920 0.279 -1.934 0.00
C -7.461 -0.946 -1.712 0.00
S -6.256 -2.103 -1.333 0.00
C 2.305 -3.845 -0.158 0.24
H 8.091 -2.437 0.885 0.00
H 7.121 -4.714 1.763 0.00
H 4.577 -4.972 1.156 0.00
H 3.609 -0.839 -0.921 0.01
H 0.236 -5.544 -0.098 0.00
H -2.131 -5.006 -0.612 0.00
H -3.883 -3.434 -1.141 0.01
H -2.965 0.715 -1.040 0.01
H -4.887 1.163 -1.935 0.00
H -7.507 1.151 -2.195 0.00
H -8.498 -1.245 -1.744 0.00
H 2.576 -4.856 0.121 0.02
N -0.118 2.871 1.275 0.04
C -0.926 2.828 0.201 0.11
N -0.916 1.811 -0.666 -0.01
C -1.425 2.204 -1.933 0.01
C -1.882 3.459 -1.960 -0.01
S -1.623 4.270 -0.465 0.03
C -1.239 1.324 -3.094 0.00
C -2.077 1.160 -4.134 0.01
S -1.420 0.014 -5.243 0.00
C -0.034 -0.166 -4.212 0.00
N -0.060 0.590 -3.156 0.01
N 1.016 -0.978 -4.509 0.00
H 0.474 2.062 1.417 0.00
H -0.471 3.302 2.112 0.00
H -2.295 3.979 -2.812 0.00
H -3.052 1.598 -4.290 0.00
H 0.831 -1.765 -5.107 0.00
H 1.611 -1.170 -3.708 0.00
S 3.131 2.046 -1.269 0.02
C 2.724 3.434 -2.153 0.01
N 1.615 3.498 -2.901 0.01
C 1.305 4.609 -3.789 0.00
C 1.811 5.897 -3.168 0.00
C 3.287 5.756 -2.844 0.00
N 3.511 4.521 -2.100 0.01
H 1.125 2.619 -3.004 0.00
H 0.225 4.645 -3.924 0.00
H 1.763 4.459 -4.771 0.00
H 1.251 6.103 -2.253 0.00
H 1.662 6.728 -3.857 0.00
H 3.623 6.592 -2.235 0.00
H 3.877 5.757 -3.765 0.00
H 4.339 4.421 -1.538 0.00
C -0.421 0.464 -0.390 -0.05
Ge -0.249 -0.319 1.915 0.07
C -0.618 -2.128 2.648 0.02
C 0.307 -3.172 2.573 0.01
C 0.030 -4.415 3.125 0.00
C -1.188 -4.650 3.747 0.01
C -2.122 -3.626 3.825 0.00
C -1.838 -2.377 3.284 0.01
C 1.454 0.265 2.745 0.02
C 1.672 1.418 3.503 0.00
C 2.933 1.722 4.008 0.00
C 4.011 0.891 3.742 0.00
C 3.825 -0.244 2.963 0.00
C 2.564 -0.546 2.469 0.01
C -1.852 0.665 2.601 0.01
C -1.888 1.658 3.586 0.00
C -3.053 2.371 3.857 0.00
C -4.221 2.099 3.154 0.00
C -4.224 1.081 2.209 0.00
C -3.053 0.374 1.946 0.01
H 1.264 -3.028 2.087 0.00
H 0.770 -5.205 3.062 0.00
H -1.409 -5.623 4.169 0.00
H -3.075 -3.795 4.313 0.00
H -2.573 -1.590 3.378 0.00
H 0.858 2.095 3.728 0.00
H 3.067 2.608 4.618 0.00
H 4.991 1.126 4.140 0.00
H 4.659 -0.900 2.737 0.00
H 2.447 -1.427 1.847 0.00
H -1.005 1.868 4.178 0.00
H -3.052 3.133 4.628 0.00
H -5.124 2.664 3.355 0.00
H -5.135 0.828 1.676 0.00
H -3.084 -0.434 1.224 0.00
```

**Energy relative to the best compared isomer or geometry (same formula, charge and spin)**: 1.425 eV
**Spin multiplicity**: 5
**Total charge**: 0
**HOMO level (alpha / beta)**: -3.98 / -6.24 eV